1.
{"formula": "C7H16O3", "method": "ωB97M-V with the def2-TZVPD basis set", "smiles": "CCC(C)(O)O.CC(C)=O", "e_above_lowest_ev": 0.735, "homo_energy_ha": -0.3498, "total_energy_ha": -502.0160, "orbital_gap_ev": 10.224, "species": ["C", "C", "C", "C", "O", "O", "H", "H", "H", "H", "H", "H", "H", "H", "H", "H", "C", "C", "C", "O", "H", "H", "H", "H", "H", "H"], "coordinates": [[-3.20, 0.50, -0.62], [-1.85, -0.03, -1.09], [-1.12, -0.82, 0.01], [0.39, -1.30, -0.64], [-1.75, -2.04, 0.24], [-1.01, -0.07, 1.14], [-3.89, -0.32, -0.40], [-3.65, 1.11, -1.41], [-3.08, 1.11, 0.27], [-1.21, 0.81, -1.38], [-1.97, -0.68, -1.96], [0.99, -0.54, -1.12], [0.04, -1.93, -1.45], [0.89, -1.93, 0.09], [-2.43, -1.91, 0.91], [-0.11, -0.20, 1.66], [3.28, 0.00, 0.51], [1.95, 0.50, 0.99], [1.45, 1.78, 0.38], [1.40, 0.00, 1.97], [3.56, -0.93, 1.02], [3.26, -0.18, -0.57], [4.04, 0.76, 0.70], [0.37, 1.82, 0.45], [1.87, 2.60, 0.96], [1.77, 1.88, -0.66]], "lowdin_charge": [-0.091, -0.183, -0.641, 0.021, 0.008, -0.028, 0.072, 0.069, 0.071, 0.107, 0.116, 0.054, 0.068, 0.077, 0.104, 0.098, -0.018, -0.481, -0.007, 0.039, 0.091, 0.085, 0.098, 0.081, 0.101, 0.086]}

---

2.
{"formula": "CH2O3S2", "method": "ωB97M-V with the def2-TZVPD basis set", "e_above_lowest_ev": 0.543, "homo_energy_ha": -0.3291, "total_energy_ha": -1061.3537, "orbital_gap_ev": 9.065, "species": ["C", "O", "O", "O", "S", "S", "H", "H"], "coordinates": [[0.86, 0.84, -0.76], [-0.50, -1.45, 1.39], [-1.71, 0.03, -0.18], [0.61, 0.68, 0.53], [2.30, 1.31, -1.32], [-0.95, 0.08, 1.04], [0.03, 0.63, -1.42], [-0.64, -2.12, 0.72]], "lowdin_charge": [-0.827, -0.257, -0.408, -0.343, 0.697, 0.999, 0.057, 0.082]}

---

3.
{"formula": "C44H48O3", "method": "ωB97M-V with the def2-TZVPD basis set", "smiles": "CCO[C@]1(Cc2cccc(C)c2)CCOC1=O.c1ccccc1.c1ccccc1.c1ccccc1.c1ccccc1.c1ccccc1", "homo_energy_ha": -0.3248, "total_energy_ha": -1931.1465, "orbital_gap_ev": 9.315, "species": ["C", "C", "O", "C", "C", "C", "C", "C", "C", "C", "C", "C", "C", "C", "O", "C", "O", "H", "H", "H", "H", "H", "H", "H", "H", "H", "H", "H", "H", "H", "H", "H", "H", "H", "H", "C", "C", "C", "C", "C", "C", "H", "H", "H", "H", "H", "H", "C", "C", "C", "C", "C", "C", "H", "H", "H", "H", "H", "H", "C", "C", "C", "C", "C", "C", "H", "H", "H", "H", "H", "H", "C", "C", "C", "C", "C", "C", "H", "H", "H", "H", "H", "H", "C", "C", "C", "C", "C", "C", "H", "H", "H", "H", "H", "H"], "coordinates": [[-0.76, 4.53, 1.82], [0.02, 3.29, 2.26], [0.66, 2.73, 1.12], [1.79, 1.89, 1.33], [1.47, 0.48, 1.83], [1.09, 0.37, 3.29], [-0.25, 0.19, 3.65], [-0.60, 0.11, 4.99], [0.37, 0.19, 5.98], [1.71, 0.34, 5.64], [2.79, 0.38, 6.69], [2.05, 0.42, 4.29], [2.96, 2.61, 2.00], [3.46, 3.53, 0.89], [3.22, 2.81, -0.33], [2.35, 1.80, -0.11], [2.05, 1.01, -0.96], [-1.83, 4.33, 1.76], [-0.40, 4.85, 0.84], [-0.61, 5.35, 2.52], [-0.65, 2.56, 2.71], [0.76, 3.56, 3.03], [2.34, -0.15, 1.63], [0.66, 0.10, 1.21], [-1.01, 0.13, 2.88], [-1.64, -0.01, 5.26], [0.09, 0.14, 7.03], [3.57, 1.09, 6.39], [2.41, 0.70, 7.66], [3.27, -0.60, 6.78], [3.09, 0.53, 4.02], [2.72, 3.10, 2.95], [3.73, 1.87, 2.22], [4.53, 3.72, 0.98], [2.91, 4.47, 0.86], [-1.56, 1.41, -3.04], [-0.21, 1.60, -3.31], [0.20, 1.91, -4.60], [-0.74, 2.01, -5.62], [-2.09, 1.81, -5.35], [-2.50, 1.51, -4.06], [-1.88, 1.17, -2.03], [0.52, 1.51, -2.51], [1.25, 2.06, -4.81], [-0.42, 2.25, -6.63], [-2.82, 1.88, -6.15], [-3.54, 1.34, -3.85], [6.41, -3.65, 7.81], [5.15, -3.54, 7.25], [4.02, -3.70, 8.04], [4.15, -3.97, 9.40], [5.42, -4.09, 9.96], [6.55, -3.93, 9.17], [7.29, -3.53, 7.20], [5.04, -3.34, 6.19], [3.03, -3.62, 7.61], [3.27, -4.10, 10.02], [5.53, -4.30, 11.02], [7.53, -4.01, 9.60], [2.95, -0.65, -8.85], [1.58, -0.58, -9.10], [0.68, -0.68, -8.04], [1.15, -0.84, -6.75], [2.51, -0.91, -6.50], [3.41, -0.81, -7.55], [3.65, -0.57, -9.67], [1.22, -0.46, -10.11], [-0.38, -0.63, -8.23], [0.45, -0.91, -5.92], [2.87, -1.04, -5.49], [4.48, -0.86, -7.36], [-6.66, 0.67, -2.04], [-5.54, 1.39, -1.63], [-4.85, 1.00, -0.49], [-5.27, -0.10, 0.24], [-6.39, -0.81, -0.17], [-7.08, -0.43, -1.31], [-7.19, 0.97, -2.93], [-5.21, 2.25, -2.19], [-3.97, 1.55, -0.17], [-4.73, -0.41, 1.13], [-6.73, -1.67, 0.40], [-7.95, -0.99, -1.63], [-5.37, -3.45, -4.26], [-5.05, -2.60, -3.21], [-3.92, -1.79, -3.29], [-3.12, -1.83, -4.42], [-3.43, -2.68, -5.47], [-4.56, -3.49, -5.39], [-6.25, -4.07, -4.21], [-5.67, -2.56, -2.33], [-3.68, -1.12, -2.47], [-2.25, -1.19, -4.48], [-2.80, -2.71, -6.35], [-4.80, -4.16, -6.21]], "lowdin_charge": [-0.048, -0.227, -0.064, -0.383, -0.048, -0.208, -0.063, -0.073, -0.050, -0.267, -0.044, -0.006, -0.074, -0.125, 0.056, -0.394, 0.142, 0.070, 0.081, 0.072, 0.103, 0.113, 0.140, 0.133, 0.115, 0.104, 0.109, 0.078, 0.077, 0.074, 0.117, 0.119, 0.128, 0.128, 0.130, -0.090, -0.072, -0.093, -0.104, -0.096, -0.119, 0.094, 0.076, 0.105, 0.101, 0.101, 0.086, -0.098, -0.103, -0.104, -0.098, -0.098, -0.098, 0.100, 0.099, 0.099, 0.100, 0.100, 0.100, -0.101, -0.100, -0.099, -0.102, -0.092, -0.098, 0.098, 0.098, 0.099, 0.095, 0.102, 0.099, -0.090, -0.103, -0.103, -0.095, -0.105, -0.111, 0.104, 0.099, 0.097, 0.099, 0.102, 0.104, -0.095, -0.091, -0.086, -0.091, -0.091, -0.100, 0.098, 0.082, 0.093, 0.087, 0.098, 0.098]}

---

4.
{"formula": "C3H4Cl2F2OS", "method": "ωB97M-V with the def2-TZVPD basis set", "homo_energy_ha": [-0.2759, -0.3849], "total_energy_ha": -1710.0571, "spin_multiplicity": 3, "orbital_gap_ev": [7.852, 7.392], "species": ["C", "C", "C", "O", "F", "F", "S", "Cl", "Cl", "H", "H", "H", "H"], "coordinates": [[1.91, 0.06, -0.14], [-1.67, 1.16, -0.56], [-0.07, -1.41, 0.68], [-0.61, 0.95, -1.20], [-0.86, -2.49, 0.80], [0.58, -1.32, 1.89], [0.47, -0.96, -0.80], [-2.85, -0.38, -0.77], [-1.14, 1.38, 1.16], [2.46, 0.67, -0.96], [2.68, -0.55, 0.39], [1.37, 0.89, 0.37], [-2.27, 2.01, -0.86]], "lowdin_charge": [-0.262, -1.094, -0.747, -0.321, 0.037, 0.025, 1.065, 0.447, 0.607, 0.085, 0.063, 0.015, 0.081]}

---

5.
{"formula": "C4HBr2F3O", "method": "ωB97M-V with the def2-TZVPD basis set", "smiles": "O=C[C@@](F)(Br)/C(F)=C(\\F)Br", "e_above_lowest_ev": 0.772, "homo_energy_ha": -0.3761, "total_energy_ha": -5675.8075, "orbital_gap_ev": 9.753, "species": ["O", "C", "C", "F", "Br", "C", "F", "C", "F", "Br", "H"], "coordinates": [[1.86, 0.27, 1.52], [1.78, 0.06, 0.33], [0.58, -0.61, -0.43], [0.76, -0.72, -1.76], [0.48, -2.46, 0.40], [-0.55, 0.35, -0.12], [-0.11, 1.60, -0.33], [-1.84, 0.19, 0.14], [-2.49, -0.92, 0.17], [-3.02, 1.75, 0.43], [2.56, 0.48, -0.34]], "lowdin_charge": [0.075, -0.256, -0.677, 0.039, 0.750, -0.310, 0.053, -0.636, 0.061, 0.757, 0.145]}

---

6.
{"formula": "H12LiO6", "method": "ωB97M-V with the def2-TZVPD basis set", "e_above_lowest_ev": 0.945, "homo_energy_ha": -0.5620, "total_energy_ha": -466.0264, "charge": 1, "orbital_gap_ev": 11.461, "species": ["Li", "O", "H", "H", "O", "H", "H", "O", "H", "H", "O", "H", "H", "O", "H", "H", "O", "H", "H"], "coordinates": [[-0.12, 0.30, 0.15], [-0.96, 0.48, -2.17], [-1.83, 0.11, -2.02], [-0.33, -0.27, -2.39], [-2.09, 0.94, 0.37], [-2.62, 0.21, 0.09], [-2.18, 0.82, 1.34], [0.32, 2.28, 0.76], [1.14, 2.25, 1.24], [0.29, 2.96, 0.08], [-0.17, -1.84, -0.69], [0.74, -2.18, -0.63], [-0.76, -2.59, -0.84], [2.19, 0.11, -0.25], [2.34, -0.82, -0.02], [2.29, 0.23, -1.16], [0.33, -0.67, 1.99], [0.13, -1.64, 2.03], [1.28, -0.68, 2.13]], "lowdin_charge": [0.709, -0.081, 0.036, 0.059, -0.085, 0.035, 0.090, -0.067, 0.047, 0.075, -0.072, 0.061, 0.081, -0.019, 0.049, 0.030, -0.083, 0.088, 0.048]}

---

7.
{"formula": "C2H4NOP", "method": "ωB97M-V with the def2-TZVPD basis set", "e_above_lowest_ev": 1.032, "homo_energy_ha": -0.3585, "total_energy_ha": -549.9027, "orbital_gap_ev": 10.085, "species": ["C", "C", "N", "O", "P", "H", "H", "H", "H"], "coordinates": [[0.74, 0.32, 0.01], [1.79, -0.38, -0.22], [-0.27, 1.02, 0.34], [-1.52, -1.27, 0.23], [-1.62, 0.12, -0.12], [2.53, -0.25, -0.95], [2.17, -1.11, 0.47], [-1.46, 0.22, -1.49], [-2.62, 1.02, 0.23]], "lowdin_charge": [-0.263, 0.028, -0.078, -0.386, 0.566, 0.049, 0.076, 0.009, -0.001]}

---

8.
{"formula": "C29H31As2FeN5O4S", "method": "ωB97M-V with the def2-TZVPD basis set", "e_above_lowest_ev": 0.226, "homo_energy_ha": [-0.2989, -0.3026], "total_energy_ha": -7832.0088, "orbital_gap_ev": [8.619, 8.720], "species": ["Fe", "O", "C", "O", "C", "C", "C", "C", "C", "N", "C", "O", "O", "H", "H", "H", "C", "As", "C", "C", "C", "C", "C", "C", "C", "As", "C", "C", "H", "H", "H", "H", "H", "H", "H", "H", "H", "H", "H", "H", "H", "H", "H", "H", "N", "C", "N", "C", "C", "C", "C", "C", "C", "S", "H", "H", "H", "H", "H", "H", "N", "C", "C", "C", "N", "C", "C", "H", "H", "H", "H", "H", "H"], "coordinates": [[0.59, -0.48, -0.26], [4.38, -1.67, -0.91], [3.21, -1.50, -0.61], [2.63, -0.36, -0.39], [2.29, -2.69, -0.47], [2.62, -4.03, -0.62], [1.61, -4.97, -0.47], [0.30, -4.58, -0.20], [0.05, -3.22, -0.07], [1.03, -2.35, -0.20], [-1.30, -2.56, 0.18], [-2.28, -3.26, 0.36], [-1.24, -1.27, 0.17], [3.64, -4.30, -0.84], [1.84, -6.02, -0.59], [-0.51, -5.29, -0.10], [0.63, 4.06, 3.23], [-0.07, 2.64, 2.08], [-1.68, 3.61, 1.53], [-0.86, 1.46, 3.42], [-1.87, 1.87, 4.27], [-2.40, 1.01, 5.22], [-1.90, -0.28, 5.32], [-0.90, -0.71, 4.46], [-0.37, 0.15, 3.50], [0.94, -0.51, 2.19], [1.26, -2.30, 2.86], [2.53, 0.42, 2.85], [-0.11, 4.38, 3.96], [0.90, 4.90, 2.59], [1.52, 3.72, 3.75], [-2.02, 4.29, 2.31], [-2.48, 2.91, 1.29], [-1.45, 4.19, 0.64], [-2.25, 2.89, 4.20], [-3.19, 1.35, 5.88], [-2.31, -0.96, 6.06], [-0.55, -1.73, 4.54], [2.12, -2.70, 2.31], [0.40, -2.93, 2.67], [1.49, -2.29, 3.92], [2.42, 0.67, 3.90], [2.67, 1.32, 2.26], [3.40, -0.22, 2.71], [2.78, 0.46, -2.93], [1.72, -0.24, -3.38], [0.78, -0.74, -2.64], [-0.23, -1.30, -3.44], [-1.42, -1.84, -2.99], [-2.32, -2.36, -3.91], [-2.04, -2.34, -5.28], [-0.87, -1.77, -5.75], [0.02, -1.25, -4.82], [1.54, -0.46, -5.11], [2.98, 0.37, -1.93], [3.59, 0.53, -3.53], [-1.65, -1.83, -1.94], [-3.25, -2.79, -3.56], [-2.76, -2.75, -5.98], [-0.65, -1.74, -6.80], [-1.83, 4.50, -2.92], [-1.28, 3.43, -2.25], [-2.08, 2.40, -1.75], [-1.49, 1.36, -1.06], [-0.17, 1.29, -0.85], [0.59, 2.28, -1.31], [0.09, 3.36, -2.01], [-2.76, 4.40, -3.27], [-1.21, 5.08, -3.46], [-3.15, 2.41, -1.90], [-2.08, 0.54, -0.67], [1.65, 2.20, -1.11], [0.76, 4.13, -2.36]], "lowdin_charge": [0.365, 0.067, -0.581, -0.164, -0.166, 0.025, -0.029, 0.028, -0.174, 0.028, -0.619, 0.061, -0.145, 0.123, 0.110, 0.124, -0.319, 1.160, -0.309, -0.419, -0.111, -0.084, -0.081, -0.103, -0.380, 1.204, -0.262, -0.277, 0.018, 0.020, 0.014, 0.019, 0.026, 0.012, 0.093, 0.103, 0.104, 0.084, 0.032, 0.037, 0.038, 0.032, 0.004, 0.030, 0.118, -0.661, 0.091, -0.271, -0.002, -0.069, -0.095, -0.098, -0.482, 1.091, 0.055, 0.100, 0.085, 0.108, 0.101, 0.106, 0.123, -0.327, -0.012, -0.119, -0.060, -0.155, -0.008, 0.098, 0.097, 0.117, 0.109, 0.109, 0.114]}

---

9.
{"formula": "C6H6ClN3O", "method": "ωB97M-V with the def2-TZVPD basis set", "e_above_lowest_ev": 4.232, "homo_energy_ha": -0.2880, "total_energy_ha": -931.6868, "orbital_gap_ev": 7.524, "species": ["C", "C", "C", "C", "C", "C", "N", "N", "N", "O", "Cl", "H", "H", "H", "H", "H", "H"], "coordinates": [[-1.99, -1.96, -0.18], [-0.66, 0.62, 1.91], [0.31, 1.13, 1.16], [-1.88, -0.86, 0.63], [-0.88, 0.75, -0.90], [2.08, -0.58, -0.93], [-2.01, -2.55, -1.16], [-1.33, -0.44, 1.64], [0.30, 0.81, -0.19], [1.50, 0.76, -0.94], [-1.99, 2.09, -0.61], [-0.53, 0.79, 2.94], [1.24, 1.62, 1.55], [-0.87, 0.31, -1.88], [1.51, -1.29, -1.53], [2.29, -0.80, 0.07], [2.91, -0.38, -1.57]], "lowdin_charge": [-0.244, -0.227, -0.080, -0.083, -0.492, -0.019, 0.149, 0.082, -0.195, -0.115, 0.624, 0.111, 0.151, 0.089, 0.093, 0.074, 0.082]}

---

10.
{"formula": "C5H18N3O4", "method": "ωB97M-V with the def2-TZVPD basis set", "e_above_lowest_ev": 0.770, "homo_energy_ha": -0.4544, "total_energy_ha": -666.3065, "charge": 1, "orbital_gap_ev": 9.688, "species": ["C", "C", "C", "C", "N", "C", "N", "N", "H", "H", "H", "H", "H", "H", "H", "H", "H", "H", "H", "H", "O", "H", "H", "O", "H", "H", "O", "H", "H", "O"], "coordinates": [[2.59, 1.01, 0.32], [1.09, 0.71, 0.49], [0.62, -0.70, 0.45], [0.49, -1.60, 1.48], [-0.24, -2.64, 0.98], [-0.71, -2.35, -0.23], [-0.12, -1.21, -0.58], [3.22, 1.58, 1.53], [3.14, 0.09, 0.10], [2.73, 1.67, -0.53], [0.67, 1.16, 1.39], [0.50, 1.27, -0.24], [0.76, -1.39, 2.50], [-0.63, -3.42, 1.49], [-1.43, -2.85, -0.85], [-0.39, -0.75, -1.47], [3.76, 0.85, 1.99], [2.54, 1.71, 2.28], [-2.69, 0.02, 2.45], [-1.28, -0.18, 2.88], [-1.86, 0.52, 2.56], [-1.41, 0.70, -3.08], [-1.57, 1.08, -1.53], [-1.58, 0.38, -2.18], [-4.30, 0.74, -0.73], [-3.49, -0.34, -1.34], [-3.73, 0.01, -0.47], [1.21, 0.77, -3.76], [1.27, 2.00, -2.96], [0.83, 1.14, -2.95]], "lowdin_charge": [-0.249, -0.114, -0.195, -0.003, 0.112, -0.031, 0.158, -0.001, 0.114, 0.096, 0.114, 0.104, 0.144, 0.181, 0.166, 0.127, 0.068, 0.060, 0.045, 0.012, -0.048, 0.072, 0.064, -0.068, 0.049, 0.015, -0.068, 0.066, 0.065, -0.054]}

---

11.
{"formula": "C3H7N3O3Si", "method": "ωB97M-V with the def2-TZVPD basis set", "homo_energy_ha": [-0.3133, -0.3623], "total_energy_ha": -797.7426, "spin_multiplicity": 3, "orbital_gap_ev": [9.381, 8.257], "species": ["C", "C", "C", "N", "N", "N", "O", "O", "O", "Si", "H", "H", "H", "H", "H", "H", "H"], "coordinates": [[-1.83, -1.12, 0.27], [0.25, 3.07, -0.75], [2.23, -1.49, 0.81], [-1.44, -2.39, -0.29], [-0.89, 2.80, -0.34], [2.02, -0.20, 0.81], [-0.50, -2.96, 0.26], [-1.29, 1.58, -0.03], [0.78, 0.28, 0.51], [-0.58, 0.16, -0.39], [-1.73, -0.88, 1.31], [-2.89, -1.04, -0.24], [0.93, 2.20, -0.88], [0.22, 3.98, -1.19], [3.24, -1.83, 1.13], [1.50, -2.27, 0.86], [0.00, 0.12, -1.83]], "lowdin_charge": [-0.224, -0.019, 0.004, -0.125, -0.078, -0.034, -0.011, -0.210, -0.260, 0.462, 0.076, 0.137, 0.072, 0.044, 0.082, 0.034, 0.050]}

---

12.
{"formula": "C5H7N", "method": "ωB97M-V with the def2-TZVPD basis set", "smiles": "Cc1ccc[nH]1", "e_above_lowest_ev": 1.298, "homo_energy_ha": -0.2766, "total_energy_ha": -249.4255, "orbital_gap_ev": 8.542, "species": ["C", "C", "C", "C", "C", "N", "H", "H", "H", "H", "H", "H", "H"], "coordinates": [[1.39, 0.81, -1.17], [0.40, 0.13, -0.31], [0.24, -1.33, 0.20], [-0.87, -1.28, 1.01], [-1.38, -0.01, 1.02], [-0.68, 0.78, 0.22], [1.93, 0.11, -1.64], [0.86, 1.51, -2.00], [1.97, 1.59, -0.67], [0.91, -2.18, 0.17], [-1.40, -1.99, 1.64], [-2.32, 0.19, 1.49], [-1.05, 1.68, 0.04]], "lowdin_charge": [-0.061, -0.252, -0.016, -0.164, -0.187, 0.039, 0.022, 0.126, 0.065, 0.081, 0.098, 0.101, 0.148]}